Entry from OMol25: a cluster of 9 separate species, C13H42N3O8 in total in a non-equilibrium geometry (the ωB97M-V functional and the def2-TZVPD basis).

Structure (XYZ):
```
66
Properties=species:S:1:pos:R:3:nbo_charge:R:1
C -1.7537 6.0662 2.0730 -0.430
N -1.2199 4.7397 2.4530 -0.631
C 0.1223 4.5133 1.9607 -0.046
N 0.0745 4.5352 0.4869 -0.285
C 0.9595 5.2001 -0.3220 -0.045
C 0.5586 4.9630 -1.6026 -0.039
N -0.5453 4.1716 -1.5342 -0.458
C -0.8309 3.9140 -0.2537 0.251
H -2.3637 5.9690 1.1803 0.188
H -2.3866 6.4200 2.8733 0.242
H -0.9597 6.7742 1.8362 0.179
H -1.1492 4.7045 3.4626 0.384
H 0.4837 3.5430 2.2893 0.239
H 0.8221 5.2859 2.2777 0.192
H 1.7911 5.7742 0.0261 0.262
H 1.0200 5.3257 -2.5019 0.268
H -1.0826 3.8294 -2.3134 0.453
H -1.6418 3.3368 0.1399 0.265
C 0.7401 0.6360 1.6344 -0.260
O 1.4650 1.0253 2.8006 -0.740
H 1.0866 1.2602 0.8112 0.161
H 0.9233 -0.4072 1.3827 0.221
H -0.3349 0.7991 1.7861 0.139
H 1.1706 0.4718 3.5300 0.478
C 2.2574 -3.3110 0.6978 -0.246
O 2.5690 -1.9121 0.6260 -0.748
H 1.3339 -3.4742 0.1531 0.186
H 3.0460 -3.9082 0.2386 0.172
H 2.1192 -3.6280 1.7322 0.172
H 3.3886 -1.7746 1.1077 0.466
C 1.5946 -7.3741 0.2684 -0.262
O 1.1090 -6.1264 0.7716 -0.735
H 2.6800 -7.3202 0.2476 0.181
H 1.2910 -8.1938 0.9254 0.161
H 1.2236 -7.5583 -0.7419 0.191
H 0.1504 -6.1760 0.7909 0.463
C -5.6512 7.6529 3.0086 -0.251
O -4.5056 8.3018 2.4555 -0.730
H -5.4564 7.4925 4.0653 0.187
H -6.5426 8.2742 2.9057 0.175
H -5.8285 6.6858 2.5298 0.158
H -4.6811 8.4537 1.5236 0.463
C 1.8325 5.0722 -5.5388 -0.249
O 1.3366 6.3468 -5.1310 -0.721
H 2.9172 5.1174 -5.5414 0.197
H 1.5120 4.2892 -4.8421 0.139
H 1.4849 4.8231 -6.5429 0.180
H 0.3771 6.3045 -5.1469 0.460
C 1.8783 -8.5341 -3.9797 -0.255
O 0.7961 -8.4231 -3.0505 -0.739
H 2.7425 -8.8904 -3.4309 0.206
H 1.6396 -9.2512 -4.7684 0.165
H 2.1066 -7.5631 -4.4272 0.159
H 0.0272 -8.1115 -3.5338 0.465
C 1.7019 -11.8720 -2.4263 -0.250
O 2.6869 -10.9318 -2.0093 -0.727
H 2.1344 -12.4627 -3.2296 0.183
H 1.4225 -12.5407 -1.6082 0.165
H 0.8091 -11.3623 -2.7988 0.167
H 2.3031 -10.4069 -1.3020 0.464
C -3.1452 1.5833 3.6005 -0.245
O -1.8685 1.0460 3.9397 -0.718
H -3.9004 1.0189 4.1391 0.197
H -3.2104 2.6342 3.8934 0.161
H -3.3340 1.4891 2.5269 0.153
H -1.2019 1.5491 3.4653 0.454
```

Values from the calculation:
- max |F| (eV Å⁻¹) = 1.1
- gap between HOMO and LUMO (eV) = 8.6
- calculated total energy (Ha) = -1286.31730
- HOMO energy (eV) = -11.36
- LUMO energy (eV) = -2.77
- net charge = +1